{
  "formula": "C4H2N2O",
  "method": "ωB97M-V/def2-TZVPD",
  "de_lowest_ev": 2.845,
  "mol_weight_da": 94.07,
  "gap_ev": 9.32,
  "total_charge": 0,
  "homo_ha": -0.40998,
  "species": ["N", "C", "O", "C", "C", "C", "N", "H", "H"],
  "coordinates": [[-0.07, 0.05, -1.44], [0.75, 0.41, -0.43], [1.82, 0.96, -0.57], [0.24, 0.09, 0.97], [0.82, 0.46, 2.10], [-0.94, -0.64, 1.34], [-1.87, -1.22, 1.71], [-0.97, -0.38, -1.30], [0.23, 0.26, -2.38]],
  "mulliken_charge": [-0.348, 0.412, -0.568, 0.615, -0.267, 0.039, -0.322, 0.208, 0.231]
}